{"formula": "C3H4N2S3", "method": "ωB97M-V/def2-TZVPD", "elements": ["C", "N", "S", "C", "S", "N", "C", "S", "H", "H", "H", "H"], "coordinates": [[-1.59214, 2.01544, -0.01816], [-0.66209, 1.18220, 0.21188], [0.73832, 1.27334, -0.82856], [1.62993, -0.11823, -0.20095], [3.23878, -0.16094, -0.55772], [0.98935, -1.19236, 0.42855], [-0.24747, -1.79056, 0.18903], [-1.25054, -1.61033, -1.06655], [-2.54773, 1.85373, 0.51496], [-1.51675, 2.87117, -0.68256], [1.65659, -1.78054, 1.00936], [-0.43625, -2.54292, 1.00071]], "atomic_forces_ev_per_a": [[-0.19, -0.38, 0.64], [0.17, 0.12, -1.05], [-0.39, -0.69, 1.50], [0.13, -0.32, -0.89], [-0.61, 0.03, 0.39], [0.69, -0.42, 0.79], [0.52, -0.44, 0.59], [0.18, 0.03, 0.33], [0.63, 0.29, -0.10], [-0.06, -0.02, -0.32], [-1.16, 1.17, -1.05], [0.09, 0.64, -0.83]], "mulliken_charge": [-0.2239, -0.2963, 0.0974, 0.1759, -0.2761, -0.1738, -0.1405, -0.2471, 0.2404, 0.2252, 0.3081, 0.3108], "orbital_gap_ev": 7.9, "energy_ha": -1420.723565, "smiles": "C=NSC(=S)NC=S", "charge": 0, "molar_mass_g_mol": 164.3, "de_lowest_kcal_mol": 31.5}

***

{"formula": "C22H21N3O3Re", "method": "ωB97M-V/def2-TZVPD", "elements": ["Re", "O", "C", "C", "C", "C", "C", "C", "C", "N", "N", "C", "O", "C", "C", "C", "C", "C", "C", "H", "H", "H", "H", "H", "H", "H", "H", "H", "H", "O", "C", "C", "C", "C", "C", "C", "C", "C", "N", "H", "H", "H", "H", "H", "H", "H", "H", "H", "H", "H"], "coordinates": [[0.07532, -0.03962, 0.86647], [-0.52715, 0.47490, 2.53572], [-1.26269, 1.51677, 3.00445], [-1.91181, 1.36826, 4.21938], [-2.65571, 2.42800, 4.70879], [-2.74240, 3.63334, 4.01201], [-2.07453, 3.78492, 2.81820], [-1.32881, 2.72506, 2.27552], [-0.52950, 2.95810, 1.10554], [0.14076, 2.02980, 0.49904], [1.05019, 2.44899, -0.44504], [1.75740, 1.46609, -0.87496], [1.46954, 0.22337, -0.35838], [2.82528, 1.54839, -1.84972], [3.12316, 2.79102, -2.42063], [4.14669, 2.88799, -3.34246], [4.87408, 1.75627, -3.69390], [4.57927, 0.52252, -3.12740], [3.55630, 0.41275, -2.20351], [-1.82706, 0.44019, 4.76717], [-3.16699, 2.31930, 5.65587], [-3.31643, 4.45330, 4.41929], [-2.11249, 4.72741, 2.28672], [-0.40533, 3.97283, 0.74061], [2.55117, 3.66397, -2.13912], [4.38161, 3.84375, -3.78950], [5.67754, 1.83767, -4.41358], [5.15017, -0.35178, -3.40732], [3.32650, -0.54634, -1.76022], [-1.90558, -0.28234, 0.34101], [-2.62014, -1.57597, 0.26870], [-2.30227, -2.31693, -1.01064], [-0.79107, -2.38570, -1.28290], [-0.00078, -2.97520, -0.14208], [0.20412, -4.33851, -0.03629], [0.99570, -4.84287, 0.98476], [1.59379, -3.96274, 1.87538], [1.34565, -2.61729, 1.73133], [0.53581, -2.12650, 0.76736], [-2.20810, 0.32362, -0.35203], [-3.67486, -1.33664, 0.38651], [-2.28837, -2.11114, 1.15659], [-2.80919, -1.85808, -1.86141], [-2.72104, -3.32014, -0.90401], [-0.40802, -1.38275, -1.50028], [-0.59781, -2.96197, -2.18634], [-0.23535, -4.99723, -0.77324], [1.16343, -5.90831, 1.06947], [2.24362, -4.30776, 2.66612], [1.78548, -1.89112, 2.40315]], "atomic_forces_ev_per_a": [[-0.17, 0.47, -0.35], [0.72, -0.56, 0.12], [-0.35, 0.54, -0.18], [0.03, 0.02, -0.13], [-0.04, 0.05, 0.02], [-0.02, -0.03, 0.05], [0.03, -0.06, -0.07], [-0.01, -0.19, 0.23], [0.12, -0.12, 0.06], [-0.30, -0.03, 0.18], [0.25, 0.06, -0.32], [-0.44, -0.01, 0.18], [0.28, -0.16, 0.23], [0.02, 0.16, -0.05], [0.01, -0.05, -0.03], [-0.01, -0.01, 0.01], [0.00, -0.02, 0.00], [0.02, 0.01, -0.02], [-0.03, 0.00, -0.01], [0.02, -0.02, -0.02], [0.00, 0.00, 0.00], [0.00, 0.00, 0.00], [0.01, 0.00, 0.00], [0.04, 0.01, 0.00], [0.00, 0.00, 0.01], [0.00, 0.00, 0.01], [0.00, 0.00, 0.00], [0.01, 0.00, 0.00], [0.00, 0.01, 0.02], [0.15, -0.02, -0.35], [-0.06, -0.05, 0.07], [0.10, 0.02, 0.04], [-0.08, 0.10, 0.19], [0.02, 0.01, -0.13], [0.07, 0.02, -0.03], [-0.01, 0.00, -0.01], [0.00, 0.02, -0.02], [-0.06, -0.04, 0.07], [-0.18, -0.10, 0.22], [-0.15, 0.06, 0.12], [-0.01, -0.04, -0.06], [0.03, 0.03, 0.00], [0.03, 0.02, -0.01], [0.00, -0.01, -0.02], [0.03, -0.03, -0.06], [-0.07, -0.06, 0.01], [0.00, 0.00, 0.00], [0.00, 0.00, 0.00], [0.00, 0.00, 0.00], [0.00, -0.01, 0.02]], "mulliken_charge": [1.0562, -0.6091, 0.8034, -0.6031, -0.4570, -0.7396, -0.7764, 0.4412, 0.2257, 0.2429, -0.8940, 0.4353, -0.4106, 0.6398, -0.4581, -0.6585, -0.3982, -0.7437, -0.2761, 0.4727, 0.4166, 0.4349, 0.4322, 0.4990, 0.4431, 0.4151, 0.4127, 0.4225, 0.4230, -0.5147, -0.6075, -0.6278, -0.9667, 0.7569, -0.6725, -0.3620, -0.6966, -0.2143, 0.1502, 0.3600, 0.4255, 0.3519, 0.3862, 0.4226, 0.1653, 0.5404, 0.5433, 0.4511, 0.4523, 0.4646], "orbital_gap_ev": [6.2, 6.4], "energy_ha": -1318.656043, "charge": 2, "molar_mass_g_mol": 561.6, "multiplicity": 2, "de_lowest_kcal_mol": 0.0}

***

Copy entry 1 word for word.
{"formula": "C3H4N2S3", "method": "ωB97M-V/def2-TZVPD", "elements": ["C", "N", "S", "C", "S", "N", "C", "S", "H", "H", "H", "H"], "coordinates": [[-1.59214, 2.01544, -0.01816], [-0.66209, 1.18220, 0.21188], [0.73832, 1.27334, -0.82856], [1.62993, -0.11823, -0.20095], [3.23878, -0.16094, -0.55772], [0.98935, -1.19236, 0.42855], [-0.24747, -1.79056, 0.18903], [-1.25054, -1.61033, -1.06655], [-2.54773, 1.85373, 0.51496], [-1.51675, 2.87117, -0.68256], [1.65659, -1.78054, 1.00936], [-0.43625, -2.54292, 1.00071]], "atomic_forces_ev_per_a": [[-0.19, -0.38, 0.64], [0.17, 0.12, -1.05], [-0.39, -0.69, 1.50], [0.13, -0.32, -0.89], [-0.61, 0.03, 0.39], [0.69, -0.42, 0.79], [0.52, -0.44, 0.59], [0.18, 0.03, 0.33], [0.63, 0.29, -0.10], [-0.06, -0.02, -0.32], [-1.16, 1.17, -1.05], [0.09, 0.64, -0.83]], "mulliken_charge": [-0.2239, -0.2963, 0.0974, 0.1759, -0.2761, -0.1738, -0.1405, -0.2471, 0.2404, 0.2252, 0.3081, 0.3108], "orbital_gap_ev": 7.9, "energy_ha": -1420.723565, "smiles": "C=NSC(=S)NC=S", "charge": 0, "molar_mass_g_mol": 164.3, "de_lowest_kcal_mol": 31.5}